(1)
This record from the Open Molecules 2025 dataset describes C8H27N9O5Rb as an isolated structure in a non-equilibrium geometry. The level of theory is ωB97M-V/def2-TZVPD.

Energy relative to the best compared isomer or geometry (same formula, charge and spin) = 0.0 kcal per mole
Gap between HOMO and LUMO = 0.36286 Ha
Net charge = +1
2S+1 = 1
Electronic energy = -33038.717 eV

Cartesian coordinates (Å):
C (1.70794, 0.76523, 3.39976)
H (-0.53825, 0.58642, -2.57513)
N (2.96885, 0.80612, 2.87662)
H (0.80387, 0.43286, 5.23082)
H (2.47907, 0.26711, 5.28201)
Rb (-0.18997, 0.57887, 0.20909)
H (1.15950, 3.99247, 0.33499)
N (1.67635, 0.54722, 4.74739)
H (-2.59679, 2.69838, -2.73193)
H (-1.56069, -3.75404, 3.73795)
H (2.99853, 0.96433, 1.87856)
H (-3.87527, 0.01202, 0.78661)
O (1.19151, -0.86564, -1.76064)
C (-3.10477, 1.16907, -1.45773)
N (2.99712, -2.25745, -2.03738)
H (-3.27434, -1.57276, 0.25526)
H (-2.40162, -3.89214, 0.38212)
N (4.21532, 3.23116, -0.25690)
H (4.53315, 4.17092, -0.40660)
H (-2.33326, -4.86893, 1.81816)
H (-1.99697, 1.08829, -4.74398)
O (0.70845, 0.82399, 2.69331)
N (2.11487, 4.12239, 0.06419)
C (-2.72777, 0.90523, -3.95618)
C (-1.27452, -3.07277, 1.83311)
H (-2.74492, -0.17244, -3.79155)
N (-0.87079, 1.53349, -2.38848)
H (-4.17448, 1.26575, -1.68995)
O (-0.85090, -2.14336, 1.15581)
H (0.38539, -2.68972, -0.22293)
N (-2.14045, -4.00543, 1.34588)
C (-2.31533, 1.64511, -2.68266)
H (3.38211, -1.69524, -2.77561)
H (3.52004, -3.07590, -1.79060)
N (-0.92011, -3.25744, 3.14715)
C (2.88877, 2.99983, -0.01032)
H (-0.08542, -2.81919, 3.48528)
N (1.24027, -2.87777, -0.72628)
H (-4.62114, -0.75633, -0.54679)
H (2.47620, 5.01242, -0.22438)
C (-3.63141, -0.60526, -0.08935)
H (3.75694, 0.92587, 3.48422)
C (1.75544, -1.93528, -1.56509)
H (-2.94953, 1.93210, -0.67721)
O (2.44948, 1.87851, 0.22452)
H (-3.71207, 1.26680, -4.25435)
H (1.78749, -3.69070, -0.51371)
H (-0.42502, 2.05050, -3.14516)
H (4.82574, 2.44071, -0.33055)
O (-2.70660, -0.10538, -1.02136)

Löwdin population analysis, charges in e, atoms 1 to 2:
1. C -0.665
2. H 0.038



(2)
This record from the Open Molecules 2025 dataset describes C8H28BKO8 as an isolated structure in a non-equilibrium geometry. The level of theory is ωB97M-V/def2-TZVPD.

Energy relative to the best compared isomer or geometry (same formula, charge and spin) = 1.8 kcal per mole
Gap between HOMO and LUMO = 0.32305 Ha
Net charge = 0
2S+1 = 1
Electronic energy = -42129.016 eV

Cartesian coordinates (Å):
O (-0.20849, 2.22663, -2.68353)
C (-3.19491, -1.66695, 3.46049)
C (3.40645, -3.72927, -0.99149)
H (-4.09825, -2.21684, 3.74706)
H (-2.40028, -1.02993, -1.08520)
H (5.27777, -3.25979, -1.42889)
B (-2.30640, -0.75489, -2.19486)
H (-1.21451, -0.43220, -2.37977)
O (1.86137, 1.18429, 0.68524)
H (3.15867, -3.35153, -1.98164)
O (-2.08814, 1.77186, -0.56419)
H (1.58759, -3.88769, 0.04184)
H (2.81468, -1.32947, -0.20427)
O (-1.49465, -2.12733, 1.72086)
O (-3.35591, -0.29396, 3.77276)
O (2.02609, -1.88554, -0.19661)
C (2.44981, -3.21994, 0.06466)
H (3.27400, 2.92587, 2.15947)
H (1.72695, 3.75236, 1.83244)
C (-1.56515, 2.65383, -2.77779)
C (2.45273, 2.40471, 0.25444)
H (3.77501, 5.00620, 1.57098)
H (-0.23063, 1.26507, -2.78817)
H (-4.24110, -0.02723, 3.51344)
H (-1.58100, 3.56318, -3.39439)
H (3.44037, 2.13665, -0.13066)
H (-2.57769, -1.67206, -2.85626)
C (-2.86376, -1.91315, 1.98516)
C (-2.14512, 2.91921, -1.39435)
H (-3.28146, -1.10858, 1.37931)
K (-0.33191, -0.40316, -0.04789)
H (3.47640, -4.81835, -0.90816)
H (-2.45389, 1.03022, -1.09441)
H (2.43684, 0.79088, 1.34905)
H (-3.45991, -2.77553, 1.65903)
H (2.91776, -3.24575, 1.05231)
H (-1.63055, 3.74684, -0.90169)
H (1.90508, 2.91784, -0.53425)
H (-3.04130, 0.11622, -2.43928)
H (-1.24010, -3.03385, 1.89884)
C (2.65218, 3.38783, 1.38231)
H (-2.12685, 1.95995, -3.40271)
O (4.73897, -3.26828, -0.63305)
H (-3.17877, 3.28904, -1.46484)
O (3.34970, 4.51745, 0.86557)
H (-2.41771, -2.11485, 4.08311)

Löwdin population analysis, charges in e, atoms 1 to 2:
1. O -0.082
2. C -0.239



(3)
This record from the Open Molecules 2025 dataset describes a 6-piece molecular cluster, C8H28N4O6 overall in a non-equilibrium geometry. The level of theory is ωB97M-V/def2-TZVPD.

Energy relative to the best compared isomer or geometry (same formula, charge and spin) = 106.4 kcal per mole
Gap between HOMO and LUMO = 0.31187 Ha
Net charge = 0
Structure (SMILES) = NC(N)=O.NC(N)=O.CC(C)O.CO.CO.CO
2S+1 = 1
Electronic energy = -26992.714 eV

Cartesian coordinates (Å):
C (2.74965, 1.33233, 0.69200)
H (-1.04335, -0.16967, 1.66200)
H (3.93265, 1.94633, -0.95200)
H (-0.71435, -2.30967, 0.02800)
H (1.39465, 2.49533, 1.08700)
H (0.53565, -1.16967, -2.10000)
C (1.14665, -3.26167, 0.01800)
C (0.62765, -0.10567, -2.12200)
H (-1.93835, -1.61367, -1.57000)
H (-4.48135, 3.26533, 0.58200)
O (2.44465, -3.39967, 0.57700)
H (-2.75335, 2.01133, -1.85600)
C (3.00865, 2.20833, -0.53200)
H (1.46165, -4.93867, -0.92800)
H (0.57865, -1.74467, 1.12100)
H (2.41365, -0.63767, -0.20900)
H (-3.10735, -0.53567, 0.68900)
N (0.26565, -2.36367, 0.37700)
N (0.80965, -4.12867, -0.89600)
H (4.09165, -0.20867, -0.04100)
H (-4.23235, -1.65067, -0.12600)
N (-3.88835, 3.09833, -0.26800)
H (3.09365, 3.26433, -0.24600)
H (1.15765, 0.16033, 2.17100)
O (1.57965, 1.55533, 1.03900)
H (0.24365, 0.32933, -3.09800)
H (-0.81235, 0.58433, 3.31600)
N (-2.21535, 1.93133, -1.01100)
C (-3.33335, -1.05367, -0.25900)
H (-4.39535, 2.95433, -1.14900)
H (-3.48235, -0.36267, -1.06100)
O (-2.21635, -1.85167, -0.68600)
O (0.09365, 0.57333, -1.03400)
H (-0.14335, -4.21167, -1.39200)
C (-0.62235, -0.33667, 2.65800)
H (3.27165, -0.70167, 1.40100)
O (-2.26935, 2.54233, 1.32100)
H (0.75765, 0.83133, -0.37400)
H (-1.05035, -1.24767, 3.04600)
H (-1.32635, 1.30433, -0.93500)
H (1.66865, 0.13733, -2.10800)
C (-2.80335, 2.49133, 0.03700)
O (0.73065, -0.66667, 2.47900)
H (2.27565, 2.07633, -1.34200)
C (3.12465, -0.16367, 0.47900)
H (3.37065, 1.74133, 1.51500)

Löwdin population analysis, charges in e, atoms 1 to 2:
1. C -0.605
2. H 0.050



(4)
This record from the Open Molecules 2025 dataset describes a 6-piece molecular cluster, C8H28O6 overall in a non-equilibrium geometry. The level of theory is ωB97M-V/def2-TZVPD.

Energy relative to the best compared isomer or geometry (same formula, charge and spin) = 45.4 kcal per mole
Gap between HOMO and LUMO = 0.38630 Ha
Net charge = 0
Structure (SMILES) = CCO.CCO.CCO.CCO.O.O
2S+1 = 1
Electronic energy = -21032.277 eV

Cartesian coordinates (Å):
H (3.05795, -4.57632, -0.72699)
C (-2.01873, 3.49218, 4.80829)
H (6.94281, 6.56132, 0.31995)
H (-2.17252, -7.94907, -0.53544)
H (-0.20014, 2.73226, 4.28063)
H (0.24282, -0.02092, 0.49950)
C (-2.55959, 2.10071, 4.96178)
O (6.11657, 6.94081, -1.33672)
H (6.34571, 8.17134, 0.23216)
O (3.49606, -3.94568, -0.15550)
H (4.39153, 5.80730, 0.44604)
H (-3.64440, 1.99587, 4.94411)
C (-3.70335, -1.70220, -5.06902)
H (-2.23086, 4.21555, 5.59559)
H (-2.16465, 1.54383, 5.81148)
H (-2.33359, -6.70059, 1.34667)
C (-2.00797, -6.12117, 0.48276)
H (-2.25526, 3.96535, 3.85526)
O (1.18558, 0.12972, 0.43076)
H (-3.50794, -1.10398, -5.95899)
H (-2.38731, -6.52202, -1.54323)
H (1.57266, -0.74419, 0.48243)
H (6.55482, 6.12984, -1.60476)
H (-0.55553, -7.44707, -2.00262)
C (4.79846, 6.79132, 0.67890)
H (-1.08026, -5.68096, 0.84835)
H (4.02329, 7.53655, 0.50041)
H (-5.63612, -1.48891, -5.01996)
H (-1.63559, -1.51380, -4.65089)
H (-2.26561, 1.56660, 4.05823)
H (4.33968, -4.35041, 0.04634)
H (-2.65310, -5.28093, 0.22604)
C (-1.79648, -6.94479, -0.73066)
C (6.06580, 7.13819, 0.02638)
C (-2.57746, -1.34835, -4.12782)
H (4.99997, 6.65587, 1.74152)
O (-0.51080, -6.92520, -1.19809)
O (-0.62839, 3.25153, 4.96515)
O (-4.89723, -1.19231, -4.48360)
H (-2.44556, -2.09341, -3.34323)
H (-3.84099, -2.76748, -5.25433)
H (-2.42424, -0.30639, -3.84686)

Löwdin population analysis, charges in e, atoms 1 to 2:
1. H 0.027
2. C -0.308



(5)
This record from the Open Molecules 2025 dataset describes C8H2F6NO8S2Tl as an isolated structure in a non-equilibrium geometry. The level of theory is ωB97M-V/def2-TZVPD.

Gap between HOMO and LUMO = 0.16143 Ha
Net charge = 0
2S+1 = 1
Electronic energy = -68859.086 eV

Cartesian coordinates (Å):
F (-7.14874, 0.43833, -19.41017)
O (-14.32319, 6.75874, -21.13356)
O (-5.18928, 6.19611, -19.15760)
O (-7.97056, 3.46623, -18.45842)
H (-10.66380, 5.28380, -18.60274)
F (-3.24315, 2.96662, -20.29134)
C (-10.86899, 5.87997, -22.10463)
O (-10.15139, 5.63105, -23.12858)
C (-6.37948, 1.53162, -19.56739)
F (-2.54739, 4.68861, -19.30764)
C (-11.10590, 5.56678, -19.54660)
N (-6.24577, 4.43738, -20.39199)
C (-13.07847, 6.35910, -21.03531)
C (-12.48312, 5.78556, -19.69361)
F (-5.61493, 1.21517, -20.58027)
C (-3.55199, 4.22590, -20.11320)
O (-5.36365, 4.04113, -18.02921)
F (-5.54294, 1.63049, -18.49753)
C (-12.27326, 6.35307, -22.13052)
C (-10.17828, 5.84969, -20.66576)
H (-12.64966, 6.70126, -23.08105)
Tl (-7.37668, 5.33356, -22.92155)
F (-3.53238, 4.78689, -21.31872)
O (-8.36412, 3.05641, -20.91788)
O (-8.99801, 6.15628, -20.66734)
S (-7.38432, 3.25861, -19.79464)
S (-5.26437, 4.76340, -19.28391)
O (-13.20097, 5.42241, -18.67515)

Löwdin population analysis, charges in e, atoms 1 to 2:
1. F 0.133
2. O 0.093



(6)
This record from the Open Molecules 2025 dataset describes a 7-piece molecular cluster, C8H30O7 overall in a non-equilibrium geometry. The level of theory is ωB97M-V/def2-TZVPD.

Energy relative to the best compared isomer or geometry (same formula, charge and spin) = 52.9 kcal per mole
Gap between HOMO and LUMO = 0.38114 Ha
Net charge = 0
Structure (SMILES) = CCO.CCO.CCO.CCO.O.O.O
2S+1 = 1
Electronic energy = -23112.387 eV

Cartesian coordinates (Å):
O (6.81327, 8.20580, 8.97257)
H (9.34026, 6.99435, 8.48339)
H (12.28502, 8.54948, 2.79846)
H (11.49103, 10.59587, -2.14878)
H (12.83565, 8.05253, -1.35684)
C (8.06597, 8.51248, 9.59453)
C (6.16104, 11.22611, 1.77430)
C (18.55138, 7.83191, 3.92667)
H (12.33477, 2.52858, 2.73936)
H (13.19036, 10.19147, -3.35519)
H (4.03689, 11.83831, 1.74877)
H (9.99865, 8.59736, 8.75234)
H (6.65656, 11.80541, 0.99522)
C (19.75153, 8.71057, 4.29413)
H (6.18973, 11.79878, 2.70131)
H (8.95474, 8.39587, 7.49239)
H (14.13561, 9.82472, 6.32466)
H (4.22224, 10.09144, 1.73542)
H (17.81649, 8.20349, 3.21255)
H (14.18236, 10.22808, -1.70872)
H (12.60510, 7.16144, 3.31110)
O (12.62740, 8.08488, 3.56210)
O (4.62545, 10.99885, -0.06707)
H (19.05378, 7.02051, 3.40006)
H (13.96535, 7.95470, -2.75375)
O (12.22366, 10.46054, -1.54336)
H (20.36504, 8.98870, 3.43718)
C (13.09408, 8.45826, -2.33494)
H (12.76173, 3.00020, 1.36562)
O (19.16636, 9.89462, 4.77975)
C (13.31906, 9.93160, -2.30447)
C (4.65896, 11.02382, 1.37762)
H (14.25213, 10.90135, 7.38258)
H (3.89098, 10.48113, -0.40491)
C (9.08354, 8.05309, 8.51904)
H (6.73290, 10.29979, 1.82911)
H (8.09520, 9.60116, 9.63956)
H (12.26766, 8.18924, -2.99279)
H (18.33380, 9.71845, 5.22406)
H (8.16715, 7.95242, 10.52415)
O (14.71804, 10.15292, 7.00971)
H (17.95396, 7.42725, 4.74364)
O (12.55445, 3.31790, 2.24446)
H (6.16197, 8.60335, 9.55511)
H (20.41934, 8.23147, 5.01008)

Löwdin population analysis, charges in e, atoms 1 to 2:
1. O -0.108
2. H 0.069